(1)
A molecular structure, C9H36N20NiO15, computed with the ωB97M-V functional and the def2-TZVPD basis.

Summary:
HOMO (spin up / spin down) (hartree): -0.330 / -0.330
Expectation value of S²: 2.00
Calculated total energy (eV): -111478.639
Spin multiplicity: 3

Atoms and positions in Å:
H 2.089 0.865 -3.506
N -0.286 2.581 -3.364
H 5.400 0.780 -4.568
N -1.092 -3.116 -2.697
N -0.921 -3.204 1.422
H 4.885 0.749 3.871
O 1.523 -3.720 4.460
N -3.640 -1.089 -1.431
C -0.908 -3.165 -4.056
O -5.595 -1.335 -2.573
H 3.938 1.622 0.743
O -0.726 1.634 -5.378
C 2.857 4.375 -0.132
O 0.772 0.971 -0.657
O -1.394 -0.270 3.518
H -3.139 -2.065 3.541
H -0.174 2.482 -2.375
H -3.668 -0.095 -1.535
O 2.541 0.217 3.187
H -0.785 -0.581 -3.947
H -0.047 4.936 4.016
H 1.224 3.832 4.399
H -1.026 -4.541 -5.561
H -2.910 -1.569 -0.933
C -2.602 -0.089 3.619
N 4.569 1.224 3.042
H -0.427 -2.957 2.270
C 3.377 0.841 2.513
O -0.580 -2.207 -4.748
C -2.174 -3.703 1.465
N 3.232 1.061 1.191
Ni 0.545 -0.016 3.075
N 1.504 4.110 -0.117
O 2.335 -3.613 2.469
N -2.536 -4.188 2.702
H 0.848 4.792 0.201
N -1.112 3.612 2.216
H -0.774 0.240 -2.502
H -2.624 1.909 4.154
H 4.546 3.571 -0.998
H 3.114 3.005 -1.719
O -0.299 -0.911 -0.831
N -0.727 0.341 -3.505
N -3.171 1.149 3.801
N 0.403 4.052 3.866
C -0.560 1.511 -4.174
H -4.150 1.239 3.601
H -1.668 3.051 1.593
C -0.125 3.141 3.007
N 2.770 1.001 -2.777
H -1.130 -3.950 -2.139
H 1.243 3.301 -0.651
H 3.729 0.787 -5.098
O 0.325 1.996 2.964
H -4.110 -3.601 -0.862
H -0.944 -2.266 -2.176
H -1.844 -4.241 3.428
N 1.649 -3.159 3.370
H -5.394 -3.707 -1.963
N -4.682 -3.129 -1.554
H 2.484 0.817 -1.831
N 3.542 3.599 -1.022
N -3.470 -1.125 3.699
O 4.960 0.806 -2.184
H 2.351 0.958 0.713
H -1.504 4.531 2.332
H -0.484 -2.939 0.557
H -1.434 -5.111 -3.954
H -0.115 3.474 -3.786
N 4.419 0.713 -4.373
O 0.999 -2.070 3.170
N 0.242 -0.046 -0.160
H -3.501 -4.429 2.824
N -1.016 -4.435 -4.565
C -4.698 -1.816 -1.888
C 4.096 0.842 -3.055
O 0.251 -0.166 1.087
H -4.451 -0.925 3.752
O -2.872 -3.874 0.467
H 5.320 1.522 2.444
O 3.405 5.185 0.600


(2)
9 unconnected molecules or ions with the total composition C9H36O9, computed with the ωB97M-V functional and the def2-TZVPD basis.

Summary:
SMILES: CO.CO.CO.CO.CO.CO.CO.CO.CO
HOMO (hartree): -0.367
Energy relative to the best compared isomer or geometry (same formula, charge and spin) (kJ/mol): 712.76
Calculated total energy (eV): -28337.919

Atoms and positions in Å:
H 1.119 1.833 -6.804
C 1.629 -1.395 6.027
H -1.208 -5.630 0.630
C -1.706 6.158 5.020
C 0.211 1.412 -0.226
H 1.298 1.474 -0.275
H 4.674 -3.119 1.609
H -6.059 -1.351 3.243
C 0.495 1.613 -7.670
O -5.938 0.398 4.473
H -6.573 0.879 3.938
O 2.070 -0.313 5.307
H 2.292 -1.691 6.840
H -4.971 0.019 2.787
O -0.176 0.521 0.772
C 4.703 -4.067 2.146
H 0.767 0.784 -8.323
C -1.512 -5.322 -0.371
C -5.434 -0.535 3.604
H 2.995 -4.375 1.305
H -2.633 6.720 4.906
H -2.828 4.504 5.117
H -4.628 -1.087 4.089
H 5.394 4.796 -2.845
H 6.009 6.806 -1.765
H 0.103 -0.277 0.318
H 0.700 -1.203 6.565
H 4.208 6.634 -1.701
H 5.705 -4.496 2.137
H -0.569 -4.396 -1.695
H -1.114 6.846 5.624
H -1.322 1.933 -6.987
H 1.275 -2.194 5.376
H -1.776 -2.750 -5.891
H -1.113 5.970 4.125
C 5.085 6.740 -2.340
H -3.651 -4.033 -6.244
O -0.527 -4.354 -0.737
H 4.974 7.669 -2.899
H -0.166 2.432 -0.147
H -0.005 0.922 -1.175
H -3.105 -5.122 -4.923
H 0.268 2.494 -8.271
H -2.464 -5.278 -6.538
O -2.135 4.936 5.622
O -1.671 -3.650 -5.576
O -0.824 1.173 -7.296
H -1.503 -6.249 -0.944
H -2.488 -4.856 -0.240
O 3.765 -4.901 1.532
O 5.222 5.651 -3.246
H 4.501 -3.975 3.214
C -2.800 -4.550 -5.800
H 1.439 -0.145 4.604


(3)
2 unconnected molecules or ions with the total composition C9H3Cl4N2O2, computed with the ωB97M-V functional and the def2-TZVPD basis.

Summary:
Charge: -1
HOMO (hartree): -0.126
Energy relative to the best compared isomer or geometry (same formula, charge and spin) (kJ/mol): 43.58
Calculated total energy (eV): -66545.634

Atoms and positions in Å:
C -1.339 -1.420 1.795
C -2.565 -0.664 1.684
Cl -3.986 1.470 0.851
C -2.567 0.553 1.033
Cl -4.044 -1.365 2.183
O -1.333 2.169 -0.172
N 1.263 0.095 -0.978
Cl 1.283 -1.784 1.309
C 0.009 0.571 1.081
Cl -1.397 -2.985 2.491
O 0.971 1.291 1.350
C 2.472 0.054 -2.884
C 2.386 0.898 -0.864
C -0.135 -0.875 1.369
C -1.330 1.190 0.562
C 1.266 -0.401 -2.237
H 2.642 1.517 -0.019
N 3.157 0.856 -2.003
H 0.446 -0.997 -2.662
H 2.802 -0.173 -3.886